[1]
Computed, not measured: C26H41N2OZr as an isolated structure, with ωB97M-V with the def2-TZVPD basis set.

XYZ file:
```
71
Properties=species:S:1:pos:R:3:forces:R:3:mulliken_charge:R:1
C 1.388 -1.807 0.272 0.0 -0.5 -1.5 -0.235
C 1.977 -1.236 -0.909 -0.9 -0.6 0.2 1.421
C 0.992 -1.276 -1.960 0.5 -1.1 0.8 -0.050
C -0.097 -2.083 -1.489 0.7 0.1 0.6 0.322
C 0.116 -2.354 -0.106 0.6 0.3 -0.6 1.762
Zr 0.126 0.256 -0.255 -0.2 0.3 -1.8 1.165
C -3.867 1.223 -1.806 0.8 0.2 1.4 0.832
C -3.241 0.890 -0.638 -0.5 0.6 -0.8 -0.886
H -3.567 1.309 0.330 0.3 0.6 -0.7 0.302
C -2.134 -0.060 -0.532 0.3 -0.8 -0.4 0.561
H -2.089 -0.692 -1.433 -0.4 -0.1 0.6 -0.223
H -2.262 -0.676 0.375 0.2 -0.3 -0.4 -0.265
C -4.570 2.556 -1.914 -0.6 -0.3 0.2 -1.507
H -4.224 3.254 -1.132 -0.2 -0.3 -0.4 0.340
H -4.354 2.967 -2.911 -0.1 0.1 0.3 0.399
H -5.661 2.446 -1.838 0.1 0.2 -0.1 0.294
C -3.733 0.410 -3.074 0.4 0.5 -0.1 -0.828
H -2.694 0.078 -3.213 -0.3 0.0 -0.2 0.010
H -4.384 -0.472 -3.090 0.1 0.2 0.1 0.264
H -3.995 1.047 -3.931 0.1 -0.3 0.1 0.416
C 3.441 -1.033 -1.067 0.6 0.4 0.0 -1.832
H 3.853 -0.452 -0.232 0.1 -0.1 -0.2 0.224
H 3.987 -1.991 -1.078 -0.4 0.1 0.0 0.349
H 3.677 -0.504 -1.996 0.0 -0.2 0.2 0.530
C 1.178 -0.797 -3.358 0.1 0.2 -0.4 -1.430
H 1.554 0.233 -3.379 -0.1 -0.2 -0.1 -0.008
H 1.906 -1.419 -3.900 -0.2 0.1 0.1 0.319
H 0.233 -0.820 -3.915 0.2 0.0 0.1 0.414
C -1.128 -2.740 -2.346 -0.5 0.1 -0.1 -1.235
H -1.411 -2.105 -3.197 0.0 -0.2 0.2 0.411
H -0.763 -3.693 -2.772 0.1 0.4 0.3 0.302
H -2.032 -2.984 -1.771 0.2 0.2 -0.2 0.339
C -0.702 -3.266 0.741 -0.5 -0.2 0.3 -2.053
H -1.777 -3.168 0.528 0.3 0.0 0.1 0.431
H -0.429 -4.321 0.567 -0.1 0.4 0.0 0.332
H -0.546 -3.069 1.810 0.0 -0.1 -0.2 0.416
C 2.154 -2.181 1.493 0.2 0.1 0.5 -1.528
H 1.491 -2.466 2.319 0.1 0.1 -0.1 0.354
H 2.817 -3.041 1.295 -0.2 0.3 0.0 0.348
H 2.786 -1.354 1.839 0.0 -0.3 0.0 0.231
C 1.425 2.061 -1.026 -2.7 2.8 1.3 0.336
C 0.708 3.255 -1.685 2.0 -2.9 -1.7 -0.970
C 2.721 1.834 -1.447 0.6 0.2 -1.3 -0.454
C 1.162 3.517 -2.988 -0.2 0.3 -0.1 -0.165
H -0.149 3.894 -1.447 0.0 -1.0 0.9 0.392
C 3.076 2.062 -2.799 0.0 0.7 0.2 -0.608
H 3.492 1.496 -0.739 -0.6 -0.6 -0.5 0.541
C 2.222 2.825 -3.604 0.5 0.1 0.5 -0.540
H 0.644 4.291 -3.571 0.3 -0.3 0.2 0.361
H 4.011 1.643 -3.198 -0.4 0.4 0.2 0.369
H 2.456 2.998 -4.661 -0.1 -0.1 0.5 0.435
C 2.278 1.335 2.552 0.2 0.1 -0.3 -1.060
N 1.233 0.838 3.454 0.1 0.0 -0.1 0.239
C 1.571 0.918 4.870 0.2 0.0 0.6 -1.066
C 0.103 0.334 2.963 0.0 -0.1 -0.8 0.532
O -0.056 0.367 1.666 -0.2 0.4 3.0 -0.576
N -0.889 -0.202 3.679 0.1 0.0 0.0 0.095
C -0.831 -0.551 5.095 0.1 -0.1 0.7 -1.010
C -2.104 -0.621 2.989 -0.4 -0.2 -0.4 -0.818
H 2.694 2.254 2.985 -0.1 -0.3 -0.2 0.554
H 1.878 1.570 1.556 0.2 0.0 0.4 0.255
H 3.086 0.593 2.454 -0.2 0.3 0.1 0.321
H 0.808 1.460 5.442 0.3 -0.1 -0.2 0.344
H 1.740 -0.073 5.317 0.0 0.5 -0.2 0.343
H 2.508 1.478 4.947 -0.3 -0.1 0.0 0.344
H -0.837 0.340 5.738 -0.1 -0.4 -0.2 0.328
H -1.730 -1.134 5.319 0.3 0.2 0.0 0.347
H 0.037 -1.182 5.331 -0.4 0.2 -0.1 0.325
H -2.524 0.195 2.395 0.1 -0.1 0.1 0.098
H -1.917 -1.484 2.337 -0.1 0.3 0.1 0.177
H -2.832 -0.917 3.747 0.1 0.2 -0.3 0.528
```
Forces are in eV/Å.

Properties
Frontier orbital gap ... 7.05 eV
Spin multiplicity ... 1
Total charge ... +1
E_tot ... -1246.82555 hartree

---

[2]
Computed, not measured: C26H42BiCl3N4O4Si as an isolated structure, with ωB97M-V with the def2-TZVPD basis set.

XYZ file:
```
81
Properties=species:S:1:pos:R:3:forces:R:3:mulliken_charge:R:1
C -1.491 -1.772 -2.881 -0.1 0.2 -0.1 -1.318
C -1.083 -2.813 -1.885 0.6 -1.2 0.2 0.383
H -1.205 -2.039 -3.902 0.0 0.1 0.2 0.368
H -1.017 -0.813 -2.626 -0.1 -0.2 -0.1 0.057
H -2.578 -1.598 -2.886 0.2 -0.1 0.1 0.294
C -0.580 -4.026 -2.177 -0.4 0.5 0.0 0.054
C -0.383 -4.589 -3.546 0.2 -0.2 -0.4 -1.460
H -0.272 -4.682 -1.359 -0.2 0.2 -0.1 0.421
H -0.602 -3.863 -4.341 0.1 -0.3 0.2 0.342
H -0.999 -5.487 -3.726 0.1 0.3 0.1 0.309
H 0.665 -4.909 -3.655 -0.2 0.0 -0.1 0.284
Bi -0.223 0.606 0.277 0.1 -2.0 -0.1 1.558
Cl -2.696 0.408 1.051 0.3 0.2 -0.1 -0.572
Cl -0.293 1.866 -2.030 0.0 -0.2 0.1 -0.782
H 0.723 5.071 3.918 -0.1 -0.1 0.0 0.330
H -1.454 6.006 2.652 0.0 0.0 -0.2 0.314
C 1.067 4.753 2.931 -0.1 0.1 -0.1 -0.869
C -0.986 5.639 1.731 0.1 -0.1 0.0 -0.854
N -0.076 4.543 2.039 -0.1 0.6 0.2 0.227
H 1.623 3.813 3.002 -0.2 0.4 0.0 0.189
C -0.306 3.348 1.545 1.3 -1.7 0.4 0.497
O 0.450 2.365 1.813 -1.2 1.7 -0.2 -0.842
H -1.757 5.252 1.048 0.2 0.3 0.3 0.246
H -1.187 3.252 0.879 0.3 0.1 0.3 0.047
H 1.705 5.549 2.544 0.0 -0.1 -0.1 0.327
H -0.440 6.458 1.251 -0.1 -0.1 0.0 0.318
H 1.548 -1.351 -2.722 0.1 0.2 0.2 0.140
H 2.422 -3.418 -1.557 0.2 0.2 0.1 0.166
C 2.358 -0.749 -2.288 0.0 -0.1 -0.1 -0.686
C 3.273 -2.795 -1.243 0.0 0.0 0.0 -0.784
N 2.859 -1.409 -1.093 0.2 0.0 0.6 0.284
H 1.991 0.248 -2.033 0.1 -0.2 -0.2 0.207
C 2.823 -0.840 0.116 -0.6 0.3 -0.6 0.047
O 2.389 0.310 0.353 0.3 -1.0 -0.1 -0.722
H 3.660 -3.158 -0.284 -0.1 0.0 -0.3 0.296
H 3.187 -1.516 0.915 0.0 0.4 -0.1 0.327
H 3.170 -0.690 -3.024 -0.1 0.1 0.1 0.369
H 4.060 -2.867 -2.005 -0.1 0.0 0.2 0.330
O -0.010 -1.525 -0.255 0.9 2.0 0.1 -0.136
C -1.094 -2.348 -0.436 -0.8 -0.6 0.2 0.050
C 0.135 -3.841 1.234 -0.2 -0.1 0.1 0.348
C -1.062 -3.443 0.633 -0.3 0.0 -0.1 -0.272
H 1.057 -3.329 0.954 -0.2 -0.2 0.0 0.146
C 0.130 -4.843 2.211 -0.2 0.0 -0.1 -0.731
H -2.044 -1.806 -0.289 0.0 -0.1 0.0 0.510
C -2.267 -4.010 1.057 0.3 -0.2 0.0 -0.092
H 1.067 -5.143 2.685 -0.3 0.1 -0.1 0.404
C -1.071 -5.461 2.578 0.0 0.1 0.0 -0.484
C -2.273 -5.032 2.007 0.0 0.1 0.0 -0.726
H -3.198 -3.628 0.632 0.2 -0.2 0.1 0.438
H -1.081 -6.261 3.326 0.0 0.3 -0.3 0.379
H -3.221 -5.479 2.315 0.3 0.1 -0.1 0.375
Si -0.379 5.189 -5.085 -0.1 0.4 0.5 0.512
Cl -0.623 3.745 -6.542 0.0 -0.1 -0.3 -0.335
C 1.448 5.211 -4.660 -0.1 0.0 0.0 -0.892
C -1.461 4.667 -3.654 0.1 -0.1 0.0 -0.284
C -0.940 6.840 -5.788 0.1 -0.1 -0.1 -0.934
H 1.765 4.219 -4.315 -0.1 0.2 -0.1 0.252
H 1.665 5.938 -3.866 0.0 -0.1 -0.1 0.315
H 2.042 5.478 -5.544 -0.1 -0.1 0.2 0.270
H -0.340 7.114 -6.665 -0.1 0.0 0.2 0.265
H -0.841 7.642 -5.043 0.0 -0.2 -0.1 0.323
H -1.992 6.791 -6.096 0.2 0.0 0.1 0.254
H -1.153 3.676 -3.296 -0.1 0.3 -0.2 -0.253
H -2.511 4.598 -3.966 0.2 0.1 0.1 0.287
H -1.383 5.359 -2.806 0.0 0.0 -0.2 0.258
N -1.452 -2.918 6.580 0.2 0.1 0.2 -0.349
C -1.571 -2.561 5.267 -0.9 -0.4 -0.6 0.360
O -2.556 -2.852 4.587 1.1 0.3 1.0 -0.591
C -0.427 -1.803 4.679 0.6 0.5 -0.6 0.627
C 0.796 -1.555 5.321 -0.5 0.1 -0.4 -0.550
C 1.759 -0.816 4.647 0.0 0.1 -0.3 -1.223
C 1.507 -0.349 3.353 -0.3 -0.3 0.7 -0.592
N 0.337 -0.568 2.740 0.0 -0.1 0.2 0.511
C -0.599 -1.286 3.378 0.1 0.0 0.3 -0.222
H -2.245 -3.357 7.014 0.0 -0.1 -0.1 0.248
H -0.694 -2.625 7.188 -0.4 -0.1 -0.5 0.134
H 1.006 -1.919 6.325 0.0 0.1 -0.2 0.268
H 2.709 -0.587 5.111 0.0 -0.1 0.0 0.403
H 2.273 0.221 2.827 -0.4 -0.1 -0.1 0.573
H -1.548 -1.446 2.854 0.4 0.0 0.2 0.314
```
Forces are in eV/Å.

Properties
Frontier orbital gap ... 8.23 eV
Spin multiplicity ... 1
Total charge ... 0
E_tot ... -3420.77264 hartree

---

> Among the records above, which one has the lowest frontier orbital gap?

C26H41N2OZr

---

> Which value of E_tot does entry 2 give?

-3420.77264 hartree

---

> Which of these has the lowest frontier orbital gap?

C26H41N2OZr

---

> Among the records above, which one has the lowest frontier orbital gap?

C26H41N2OZr